Record 1
{
  "formula": "C15H34INO6PS",
  "method": "ωB97M-V/def2-TZVPD",
  "gap_ha": 0.2221,
  "homo_energy_ev": -11.317,
  "energy_ha": -2135.11430,
  "charge": 1,
  "species": ["C", "C", "O", "C", "S", "I", "P", "N", "O", "H", "H", "H", "H", "H", "H", "H", "H", "H", "H", "C", "C", "O", "C", "H", "H", "H", "H", "H", "H", "C", "C", "O", "C", "H", "H", "H", "H", "H", "H", "C", "C", "O", "C", "H", "H", "H", "H", "H", "H", "C", "C", "O", "C", "H", "H", "H", "H", "H", "H"],
  "xyz": [[0.654350, 0.720700, -1.895201], [1.916598, 0.835894, -1.082961], [2.706930, -0.366586, -1.016124], [2.037411, -1.431197, -0.485487], [3.056039, -2.107038, 0.935164], [2.180914, -4.324217, 1.175050], [2.548861, -1.135790, 2.865987], [2.709581, 0.528739, 2.577588], [0.950465, -1.351031, 2.950369], [0.059898, -0.161532, -1.674527], [0.031665, 1.571560, -1.660476], [0.847845, 0.718647, -2.954213], [2.534481, 1.569297, -1.579563], [1.709561, 1.255120, -0.099780], [1.994133, -2.246861, -1.196945], [1.051210, -1.210960, -0.094579], [3.651270, 0.718684, 2.238820], [2.053855, 0.850016, 1.865981], [0.478055, -0.550105, 2.660078], [0.735372, 3.686285, -6.319820], [-0.157080, 2.825741, -5.463993], [0.127541, 2.564966, -4.314952], [-1.420402, 2.304909, -6.099532], [1.605489, 3.994718, -5.745950], [1.065328, 3.126925, -7.196349], [0.193240, 4.573182, -6.649936], [-1.176008, 1.690729, -6.967289], [-2.046807, 3.137657, -6.421125], [-1.970705, 1.703629, -5.380124], [-1.305037, 1.592900, 5.638890], [-2.333383, 1.401153, 4.548825], [-2.592861, 2.291860, 3.772591], [-3.008270, 0.057045, 4.468429], [-0.896668, 2.598408, 5.571570], [-1.753109, 1.458771, 6.623632], [-0.496630, 0.868642, 5.515736], [-3.539170, -0.159643, 5.389804], [-2.268633, -0.726908, 4.292941], [-3.717852, 0.064213, 3.643822], [4.190960, 0.880029, -3.870501], [5.285461, 0.460032, -4.825902], [5.979174, 1.273958, -5.380393], [5.466197, -1.022480, -5.050680], [4.170460, 1.965718, -3.803397], [3.222261, 0.529613, -4.233120], [4.379844, 0.466975, -2.878168], [4.550628, -1.454532, -5.458464], [5.704968, -1.518149, -4.107899], [6.278979, -1.185645, -5.752954], [-5.698553, -4.204413, 6.249864], [-5.271217, -2.973358, 5.491802], [-4.359676, -2.277614, 5.878239], [-6.035100, -2.649173, 4.231346], [-5.074296, -4.323460, 7.131454], [-6.739919, -4.109219, 6.560097], [-5.597044, -5.087677, 5.617494], [-7.089409, -2.494122, 4.463143], [-5.946742, -3.471048, 3.519373], [-5.634456, -1.743960, 3.782318]],
  "forces_ev_per_angstrom": [[-0.220, -0.387, 0.220], [-0.028, 0.503, -0.545], [-0.178, 0.326, 0.286], [0.212, -0.198, -0.156], [0.186, -0.558, -1.182], [0.119, 0.518, 0.081], [0.126, 0.078, 1.934], [-0.360, -1.271, -0.953], [0.293, 0.909, -0.471], [-0.073, -0.186, 0.199], [-0.181, 0.321, -0.159], [0.118, 0.089, -0.307], [0.464, 0.067, 0.005], [-0.006, -0.305, 0.442], [-0.078, -0.381, 0.006], [-0.248, 0.048, 0.096], [0.070, 0.373, 0.322], [0.072, 0.440, 0.104], [-0.360, -0.364, 0.163], [0.111, -0.020, 0.205], [0.003, 0.066, -0.065], [0.024, -0.051, 0.018], [-0.005, -0.089, 0.218], [0.009, 0.004, 0.009], [-0.090, 0.065, -0.087], [-0.022, -0.048, -0.127], [-0.031, 0.104, -0.093], [0.034, -0.011, -0.132], [-0.005, 0.000, 0.012], [0.044, 0.220, -0.124], [-0.034, 0.003, -0.017], [0.067, 0.019, -0.094], [0.018, 0.352, -0.293], [0.005, 0.013, 0.002], [0.028, -0.161, -0.002], [-0.044, -0.089, 0.153], [0.099, -0.178, 0.092], [-0.031, -0.094, 0.220], [-0.016, 0.008, -0.007], [0.052, 0.228, -0.032], [0.002, -0.048, -0.004], [0.043, 0.076, -0.033], [0.109, 0.072, -0.094], [0.009, 0.019, -0.040], [-0.003, -0.105, 0.103], [-0.088, -0.147, -0.039], [-0.030, -0.049, 0.107], [-0.112, -0.043, 0.011], [0.015, 0.009, -0.011], [0.165, 0.071, 0.111], [-0.045, -0.057, 0.055], [-0.027, -0.087, 0.006], [0.152, 0.155, 0.015], [0.010, 0.008, 0.011], [-0.045, -0.081, -0.097], [-0.138, -0.007, -0.026], [-0.038, -0.118, -0.046], [-0.129, -0.050, 0.029], [0.006, 0.021, 0.001]],
  "mulliken_charge": [-1.007, 0.015, -0.316, -0.456, -0.047, 0.228, 0.379, -0.565, -0.294, 0.394, 0.409, 0.171, 0.316, -0.058, 0.406, 0.470, 0.351, 0.261, 0.330, -1.111, 0.814, -0.519, -1.126, 0.274, 0.342, 0.361, 0.332, 0.346, 0.289, -1.029, 0.651, -0.565, -0.807, 0.311, 0.334, 0.240, 0.360, 0.235, 0.282, -0.697, 0.631, -0.540, -1.100, 0.366, 0.239, 0.172, 0.317, 0.296, 0.319, -1.162, 0.815, -0.505, -0.911, 0.314, 0.325, 0.327, 0.326, 0.319, 0.147]
}

***

Record 2
{
  "formula": "C3H11N2O",
  "method": "ωB97M-V/def2-TZVPD",
  "gap_ha": 0.4104,
  "homo_energy_ev": -14.899,
  "relative_energy_kj_mol": 182.8,
  "energy_ha": -305.38309,
  "charge": 1,
  "species": ["C", "C", "N", "C", "N", "H", "H", "H", "H", "H", "H", "H", "H", "H", "H", "H", "O"],
  "xyz": [[0.060504, 2.360518, 1.456131], [0.041596, 1.546844, 0.145583], [0.221615, -0.015914, 0.608552], [-0.216171, -1.169543, 0.082494], [-0.501141, -2.271522, 0.882261], [-0.193724, 1.739675, 2.323654], [-0.585334, 3.258071, 1.333683], [1.042515, 2.830895, 1.488972], [0.844437, 1.886137, -0.561721], [-0.967674, 1.509013, -0.371314], [0.710125, -0.019431, 1.425763], [-0.416744, -1.503630, -0.940467], [-0.470755, -2.346309, 1.916527], [-0.645782, -3.151869, 0.361080], [0.136000, -0.999033, -3.920649], [0.759030, -2.194496, -3.212864], [0.181504, -1.459406, -3.017684]],
  "forces_ev_per_angstrom": [[0.067, 0.663, -1.391], [-1.045, -1.979, -0.476], [-1.791, 0.835, -4.624], [-0.269, -1.559, 3.249], [0.797, 1.070, -1.203], [0.022, 0.570, -0.137], [-0.078, -0.903, 0.308], [0.201, -0.407, 0.733], [-0.771, -0.810, 0.638], [1.347, 0.290, 0.604], [1.154, -0.569, 2.991], [0.115, 1.610, -0.277], [0.180, 0.426, -1.183], [0.053, 0.825, 0.713], [-0.091, -0.830, 2.021], [0.322, -0.464, -0.006], [-0.214, 1.233, -1.959]],
  "mulliken_charge": [-1.057, -0.209, -0.285, 0.302, -0.361, 0.350, 0.328, 0.314, 0.287, 0.299, 0.268, 0.271, 0.238, 0.258, 0.315, 0.321, -0.638]
}

***

Record 3
{
  "formula": "C4H14NOS2",
  "method": "ωB97M-V/def2-TZVPD",
  "gap_ha": [0.3847, 0.2236],
  "homo_energy_ev": [-18.482, -18.387],
  "spin_multiplicity": 2,
  "relative_energy_kj_mol": 55.0,
  "energy_ha": -1086.46429,
  "charge": 2,
  "s_squared": 0.755,
  "species": ["N", "C", "C", "C", "S", "S", "C", "H", "H", "H", "H", "H", "H", "H", "H", "H", "H", "H", "H", "H", "H", "O"],
  "xyz": [[1.240231, -0.312859, -0.603979], [0.030368, -0.129377, -1.536347], [0.137618, -1.264289, -2.549482], [-1.288013, -0.082791, -0.787874], [-1.877124, 1.671623, -0.374685], [-0.466804, 2.557272, 0.840507], [-0.841567, 2.193555, 2.550759], [2.133865, -0.642446, -0.975764], [1.369608, 0.477075, 0.024729], [0.976444, -1.098280, 0.009837], [0.191243, 0.818532, -2.089706], [1.140135, -1.612889, -2.817215], [-0.261948, -0.953113, -3.508311], [-0.414018, -2.177791, -2.321181], [-2.120149, -0.301001, -1.447701], [-1.303127, -0.880761, -0.010923], [-0.160024, 2.560443, 3.310281], [-1.003712, 1.091925, 2.516707], [-1.766046, 2.635270, 2.966898], [0.691772, -1.805079, 2.229850], [2.034898, -1.213248, 2.678579], [1.556346, -1.531763, 1.895017]],
  "forces_ev_per_angstrom": [[-1.671, -0.558, 0.957], [1.603, 0.419, -1.670], [-0.559, -0.789, -0.890], [0.464, -0.187, 0.703], [0.597, -0.474, 0.626], [-0.341, 0.482, 0.429], [-1.085, -1.033, 0.013], [-0.058, 0.537, -0.702], [0.433, -0.004, -0.028], [0.429, 0.189, 0.387], [0.015, -0.460, 0.465], [0.166, 0.447, 0.460], [-0.259, 0.279, -0.082], [-0.100, 0.107, 0.493], [-0.056, -0.194, -0.406], [-0.330, 0.961, 0.014], [1.066, -0.145, -0.516], [0.163, 0.569, 0.586], [-0.314, -0.052, -0.970], [0.253, -0.282, 0.248], [-0.002, -0.277, -0.264], [-0.416, 0.465, 0.146]],
  "mulliken_charge": [-0.223, 0.262, -1.516, -0.659, 0.152, 0.313, -0.669, 0.369, 0.262, 0.349, 0.336, 0.426, 0.402, 0.369, 0.379, 0.429, 0.377, 0.265, 0.377, 0.333, 0.331, -0.664]
}

***

Record 4
{
  "formula": "C6H16GaO",
  "method": "ωB97M-V/def2-TZVPD",
  "gap_ha": 0.2927,
  "homo_energy_ev": -4.310,
  "energy_ha": -2238.20563,
  "charge": -1,
  "species": ["C", "C", "C", "C", "Ga", "C", "C", "O", "H", "H", "H", "H", "H", "H", "H", "H", "H", "H", "H", "H", "H", "H", "H", "H"],
  "xyz": [[3.914435, -0.656535, -0.430446], [2.914879, 0.491454, -0.329124], [1.664122, 0.131162, 0.495786], [0.344778, 0.692309, -0.004554], [-1.204850, 0.107025, 1.221582], [-3.025530, 0.478707, 0.361483], [-3.577263, -0.708218, -0.418675], [-4.145707, -0.374021, -1.703311], [4.820091, -0.380139, -0.968149], [3.451618, -1.508872, -0.927696], [4.187840, -0.984339, 0.573399], [2.603424, 0.802635, -1.326672], [3.419650, 1.341256, 0.136170], [1.588200, -0.958644, 0.551055], [1.817370, 0.471935, 1.522629], [0.175783, 0.387456, -1.042444], [0.367988, 1.786496, 0.015283], [-1.004772, 0.895734, 2.631829], [-1.010382, -1.489292, 1.481822], [-2.925443, 1.321744, -0.326330], [-3.729594, 0.782068, 1.136265], [-4.392192, -1.184666, 0.125569], [-2.814701, -1.477146, -0.570486], [-3.439744, 0.031891, -2.204985]],
  "forces_ev_per_angstrom": [[-0.258, 0.036, 0.178], [0.039, -0.042, 0.117], [0.122, 0.016, -0.106], [-0.352, -0.010, 0.271], [0.291, 0.026, 0.020], [0.129, -0.241, 0.084], [0.016, 0.014, 0.094], [-0.258, -0.121, 0.052], [0.103, 0.003, -0.060], [0.034, -0.085, -0.087], [0.134, -0.063, 0.038], [0.008, 0.042, -0.110], [-0.021, 0.192, -0.108], [-0.026, -0.092, 0.001], [0.029, -0.094, 0.137], [-0.004, -0.028, -0.110], [0.062, 0.111, -0.105], [-0.077, 0.033, -0.037], [-0.108, -0.023, -0.040], [0.076, 0.127, -0.025], [-0.149, 0.141, -0.039], [-0.034, -0.066, 0.049], [0.077, -0.043, -0.088], [0.169, 0.168, -0.126]],
  "mulliken_charge": [-1.308, -0.268, -0.707, -0.857, 0.202, -0.748, -0.411, -0.567, 0.380, 0.344, 0.299, 0.303, 0.293, 0.296, 0.211, 0.407, 0.311, -0.342, -0.255, 0.372, 0.263, 0.246, 0.247, 0.288]
}